The following is a DFT calculation (ωB97M-V with the def2-TZVPD basis set) of C10H27ClIN2O2P2Y as an isolated structure in a non-equilibrium geometry.

Kohn-Sham gap (spin up / spin down)   3.592 / 3.594 eV
ΔE to the lowest compared entry with this formula, charge and spin   88.9 kcal per mole
Net charge   +2
2S+1   1
Total energy   -2135.67013 hartree

```
46
C10H27ClIN2O2P2Y, DFT ωB97M-V with the def2-TZVPD basis set
C -0.311 1.127 -4.500
C -0.566 1.446 -3.135
H -0.261 2.045 -5.135
H -1.120 0.438 -4.842
H 0.649 0.556 -4.565
O -0.625 1.663 -1.961
I 1.406 -3.113 -1.874
Y 0.044 -0.725 -0.743
P 2.849 -0.305 -0.358
C 3.545 1.023 0.681
C 3.470 -1.825 0.454
H 4.540 -1.944 0.237
H 4.894 -0.723 -1.626
H 2.933 -2.687 0.011
H 3.417 -0.888 -2.627
H 2.924 1.162 1.576
H 3.234 -1.804 1.524
C 3.907 -0.291 -1.847
H 4.584 0.825 0.976
H 4.008 0.733 -2.230
H 3.496 1.970 0.129
P -2.851 -0.260 -0.500
C -3.305 1.092 0.663
C -3.832 0.102 -1.996
H -3.254 -2.547 0.124
H -4.779 -1.773 -0.359
H -4.080 -1.466 1.264
C -3.848 -1.631 0.204
H -3.313 -0.345 -2.854
H -4.846 -0.319 -1.926
H -4.328 0.999 1.056
H -3.200 2.070 0.177
H -3.887 1.176 -2.203
H -2.628 1.081 1.527
Cl -0.725 -2.875 0.688
C 0.957 2.019 3.210
N 0.141 0.849 3.511
C -0.236 -0.046 2.584
N -0.844 -1.140 3.080
O -0.137 0.187 1.304
H 0.961 2.222 2.136
H 1.995 1.851 3.559
H 0.477 2.868 3.700
H 0.111 0.495 4.468
H -0.972 -1.918 2.397
H -0.595 -1.376 4.043
```

How is the electron density shared among the atoms? According to natural (NBO), the charges in e are: atom 1 (C): -0.85, atom 2 (C): 1.01, atom 3 (H): 0.38, atom 4 (H): 0.37, atom 5 (H): 0.38, atom 6 (O): -0.28, atom 7 (I): -0.40, atom 8 (Y): 1.48, atom 9 (P): 0.73, atom 10 (C): -0.94, atom 11 (C): -0.93, atom 12 (H): 0.25, atom 13 (H): 0.26, atom 14 (H): 0.27, atom 15 (H): 0.26, atom 16 (H): 0.24, atom 17 (H): 0.25, atom 18 (C): -0.94, atom 19 (H): 0.26, atom 20 (H): 0.24, atom 21 (H): 0.24, atom 22 (P): 0.74, atom 23 (C): -0.92, atom 24 (C): -0.94, atom 25 (H): 0.28, atom 26 (H): 0.25, atom 27 (H): 0.26, atom 28 (C): -0.91, atom 29 (H): 0.21, atom 30 (H): 0.28, atom 31 (H): 0.26, atom 32 (H): 0.23, atom 33 (H): 0.24, atom 34 (H): 0.25, atom 35 (Cl): -0.60, atom 36 (C): -0.42, atom 37 (N): -0.57, atom 38 (C): 0.82, atom 39 (N): -0.80, atom 40 (O): -0.87, atom 41 (H): 0.22, atom 42 (H): 0.22, atom 43 (H): 0.23, atom 44 (H): 0.41, atom 45 (H): 0.44, atom 46 (H): 0.41


The following is a DFT calculation (ωB97M-V with the def2-TZVPD basis set) of C38H28CoN2O6PS2 as an isolated structure in a non-equilibrium geometry.

Kohn-Sham gap (spin up / spin down)   7.461 / 7.787 eV
ΔE to the lowest compared entry with this formula, charge and spin   25.5 kcal per mole
Net charge   -1
2S+1   4
Total energy   -4546.43173 hartree

```
78
C38H28CoN2O6PS2, DFT ωB97M-V with the def2-TZVPD basis set
Co -0.079 -0.044 0.045
O 2.334 2.022 2.131
S 1.105 1.541 2.712
O 0.521 2.364 3.747
O 0.097 1.086 1.728
C 1.546 0.045 3.627
C 2.347 0.298 4.725
C 2.631 -0.700 5.638
C 2.096 -1.962 5.436
C 1.327 -2.219 4.316
C 1.045 -1.222 3.380
P 0.005 -1.583 1.894
C -1.603 -1.612 2.779
C -2.148 -0.358 3.056
C -3.365 -0.243 3.698
C -4.062 -1.379 4.079
C -3.533 -2.625 3.802
C -2.318 -2.745 3.150
C 0.523 -3.325 1.522
C 1.231 -3.400 0.321
C 1.810 -4.579 -0.108
C 1.673 -5.730 0.648
C 0.937 -5.689 1.819
C 0.371 -4.501 2.254
H 2.711 1.307 4.842
H 3.240 -0.495 6.507
H 2.272 -2.749 6.157
H 0.934 -3.211 4.188
H -1.609 0.526 2.748
H -3.768 0.738 3.896
H -5.013 -1.299 4.588
H -4.065 -3.517 4.102
H -1.947 -3.730 2.924
H 1.321 -2.505 -0.282
H 2.368 -4.595 -1.032
H 2.133 -6.654 0.327
H 0.806 -6.589 2.407
H -0.184 -4.522 3.181
O -2.204 -0.858 -0.374
C -2.471 0.357 -0.274
N -1.580 1.294 -0.544
S -2.166 2.805 -0.281
O -2.353 3.480 -1.544
O -1.480 3.550 0.727
C -3.782 2.254 0.286
C -4.897 2.951 0.680
C -6.053 2.231 0.960
C -6.068 0.847 0.848
C -4.932 0.149 0.462
C -3.788 0.875 0.169
H -4.870 4.026 0.743
H -6.952 2.760 1.242
H -6.983 0.312 1.058
H -4.929 -0.927 0.367
N 1.381 -0.136 -0.961
C 2.462 0.484 -1.130
C 3.722 -0.281 -1.332
C 4.149 -1.180 -0.362
C 5.300 -1.921 -0.558
C 6.012 -1.807 -1.740
C 5.581 -0.922 -2.714
C 4.456 -0.146 -2.507
C 2.556 1.955 -1.136
C 3.729 2.572 -0.711
C 3.789 3.949 -0.614
C 2.693 4.723 -0.961
C 1.528 4.110 -1.395
C 1.453 2.734 -1.472
H 3.576 -1.272 0.549
H 5.646 -2.593 0.213
H 6.893 -2.413 -1.904
H 6.132 -0.838 -3.640
H 4.127 0.560 -3.257
H 4.575 1.965 -0.422
H 4.693 4.420 -0.254
H 2.743 5.802 -0.882
H 0.662 4.697 -1.660
H 0.538 2.251 -1.784
```

How is the electron density shared among the atoms? According to Mulliken, the charges in e are: atom 1 (Co): 0.06, atom 2 (O): -0.66, atom 3 (S): 1.46, atom 4 (O): -0.77, atom 5 (O): 0.15, atom 6 (C): 0.20, atom 7 (C): -1.01, atom 8 (C): -0.76, atom 9 (C): -0.80, atom 10 (C): -0.73, atom 11 (C): 0.57, atom 12 (P): 1.57, atom 13 (C): 0.93, atom 14 (C): -0.49, atom 15 (C): -0.84, atom 16 (C): -0.67, atom 17 (C): -0.79, atom 18 (C): -0.31, atom 19 (C): 0.96, atom 20 (C): -0.97, atom 21 (C): -0.74, atom 22 (C): -0.55, atom 23 (C): -1.09, atom 24 (C): -0.22, atom 25 (H): 0.50, atom 26 (H): 0.37, atom 27 (H): 0.42, atom 28 (H): 0.33, atom 29 (H): 0.24, atom 30 (H): 0.50, atom 31 (H): 0.39, atom 32 (H): 0.43, atom 33 (H): 0.32, atom 34 (H): 0.43, atom 35 (H): 0.48, atom 36 (H): 0.38, atom 37 (H): 0.40, atom 38 (H): 0.31, atom 39 (O): -0.76, atom 40 (C): 0.63, atom 41 (N): -0.24, atom 42 (S): 1.03, atom 43 (O): -0.68, atom 44 (O): -0.61, atom 45 (C): 0.23, atom 46 (C): -0.66, atom 47 (C): -0.48, atom 48 (C): -0.67, atom 49 (C): -0.42, atom 50 (C): 0.14, atom 51 (H): 0.47, atom 52 (H): 0.42, atom 53 (H): 0.41, atom 54 (H): 0.54, atom 55 (N): -0.58, atom 56 (C): 0.49, atom 57 (C): -0.74, atom 58 (C): -0.05, atom 59 (C): -0.88, atom 60 (C): -0.37, atom 61 (C): -0.74, atom 62 (C): 0.02, atom 63 (C): 0.76, atom 64 (C): -0.33, atom 65 (C): -0.68, atom 66 (C): -0.46, atom 67 (C): -0.72, atom 68 (C): -0.61, atom 69 (H): 0.70, atom 70 (H): 0.42, atom 71 (H): 0.37, atom 72 (H): 0.37, atom 73 (H): 0.46, atom 74 (H): 0.44, atom 75 (H): 0.37, atom 76 (H): 0.37, atom 77 (H): 0.42, atom 78 (H): 0.64


The following is a DFT calculation (ωB97M-V with the def2-TZVPD basis set) of an isolated ion of composition C4H7N2O and charge +1 in a non-equilibrium geometry.

Kohn-Sham gap   10.324 eV
ΔE to the lowest compared entry with this formula, charge and spin   63.0 kcal per mole
Net charge   +1
2S+1   1
Total energy   -341.03586 hartree
SMILES   [NH2+]=C1NC[C@H]1C=O

```
14
C4H7N2O, DFT ωB97M-V with the def2-TZVPD basis set
N -0.068 -2.034 0.337
C 0.054 -0.790 -0.144
N -0.189 -0.202 -1.296
C 0.196 1.145 -0.955
C 0.320 0.429 0.779
C -0.562 0.593 2.002
O -1.536 -0.054 2.306
H -0.138 -2.057 1.331
H -0.336 -2.934 -0.111
H -0.067 -0.605 -2.259
H -0.646 1.986 -0.926
H 1.127 1.406 -1.491
H 1.287 0.578 1.056
H -0.287 1.501 2.479
```

How is the electron density shared among the atoms? According to natural (NBO), the charges in e are: atom 1 (N): -0.71, atom 2 (C): 0.57, atom 3 (N): -0.54, atom 4 (C): -0.14, atom 5 (C): -0.36, atom 6 (C): 0.41, atom 7 (O): -0.45, atom 8 (H): 0.43, atom 9 (H): 0.45, atom 10 (H): 0.45, atom 11 (H): 0.25, atom 12 (H): 0.23, atom 13 (H): 0.25, atom 14 (H): 0.14


The following is a DFT calculation (ωB97M-V with the def2-TZVPD basis set) of an isolated ion of composition C12H19ClF3N2O and charge +1 in a non-equilibrium geometry.

Kohn-Sham gap   7.434 eV
Net charge   +1
2S+1   1
Total energy   -1412.72606 hartree
SMILES   C=CC1(C=C)[NH2+]CCN(C(F)(F)F)[C@]1(Cl)CCCO

```
38
C12H19ClF3N2O, DFT ωB97M-V with the def2-TZVPD basis set
C 0.809 -2.494 0.921
C -0.516 -2.110 0.541
C -0.901 -0.876 -0.396
C -2.370 -0.430 0.058
C -3.480 -0.339 -0.780
N -1.046 -1.428 -1.778
C 0.273 -1.881 -2.319
C 1.198 -0.565 -2.317
N 1.439 -0.018 -0.943
C 2.410 1.030 -1.106
F 3.644 0.401 -1.393
F 2.678 1.829 -0.018
F 2.204 1.895 -2.191
C 0.166 0.346 -0.302
Cl -0.720 1.762 -1.142
C 0.231 0.726 1.248
C 0.019 2.300 1.560
C 0.486 2.508 3.097
O -0.350 1.818 4.040
H 1.228 -3.442 0.439
H 1.456 -1.993 1.699
H -1.385 -2.719 0.958
H -2.537 -0.212 1.159
H -3.532 -0.796 -1.818
H -4.352 0.285 -0.407
H -1.404 -0.716 -2.449
H -1.765 -2.180 -1.788
H 0.108 -2.181 -3.405
H 0.734 -2.765 -1.801
H 2.131 -0.850 -2.878
H 0.634 0.170 -2.994
H -0.505 0.195 1.914
H 1.285 0.500 1.624
H 0.695 2.966 0.952
H -1.074 2.579 1.538
H 0.545 3.633 3.283
H 1.570 2.146 3.133
H -0.006 0.907 4.060
```

How is the electron density shared among the atoms? According to natural (NBO), the charges in e are: atom 1 (C): -0.28, atom 2 (C): -0.31, atom 3 (C): 0.04, atom 4 (C): -0.22, atom 5 (C): -0.38, atom 6 (N): -0.56, atom 7 (C): -0.24, atom 8 (C): -0.26, atom 9 (N): -0.52, atom 10 (C): 1.10, atom 11 (F): -0.33, atom 12 (F): -0.30, atom 13 (F): -0.32, atom 14 (C): 0.23, atom 15 (Cl): -0.06, atom 16 (C): -0.49, atom 17 (C): -0.43, atom 18 (C): -0.07, atom 19 (O): -0.71, atom 20 (H): 0.22, atom 21 (H): 0.23, atom 22 (H): 0.26, atom 23 (H): 0.25, atom 24 (H): 0.19, atom 25 (H): 0.26, atom 26 (H): 0.46, atom 27 (H): 0.46, atom 28 (H): 0.25, atom 29 (H): 0.26, atom 30 (H): 0.28, atom 31 (H): 0.22, atom 32 (H): 0.24, atom 33 (H): 0.24, atom 34 (H): 0.23, atom 35 (H): 0.23, atom 36 (H): 0.20, atom 37 (H): 0.16, atom 38 (H): 0.46


The following is a DFT calculation (ωB97M-V with the def2-TZVPD basis set) of CH2BrFO in the gas phase in a non-equilibrium geometry.

Kohn-Sham gap   8.400 eV
ΔE to the lowest compared entry with this formula, charge and spin   113.8 kcal per mole
Net charge   0
2S+1   1
Total energy   -2788.23942 hartree

```
6
CH2BrFO, DFT ωB97M-V with the def2-TZVPD basis set
C -0.662 -0.219 -0.386
O 2.463 0.897 0.730
F -0.976 -1.228 0.428
Br 0.802 0.897 0.891
H -1.539 0.439 -0.512
H -0.089 -0.785 -1.151
```

How is the electron density shared among the atoms? According to natural (NBO), the charges in e are: atom 1 (C): 0.02, atom 2 (O): -0.85, atom 3 (F): -0.33, atom 4 (Br): 0.76, atom 5 (H): 0.20, atom 6 (H): 0.21


The following is a DFT calculation (ωB97M-V with the def2-TZVPD basis set) of C26H38N5O8PTi as an isolated structure.

Kohn-Sham gap (spin up / spin down)   5.531 / 5.460 eV
ΔE to the lowest compared entry with this formula, charge and spin   13.4 kcal per mole
Net charge   0
2S+1   1
Total energy   -3080.22014 hartree

```
79
C26H38N5O8PTi, DFT ωB97M-V with the def2-TZVPD basis set
Ti -1.520 0.031 0.787
C -0.123 4.131 1.822
C -0.473 2.821 1.184
N -0.721 1.740 1.846
C -0.492 1.630 3.276
C 0.355 0.379 3.444
N -0.345 -0.689 2.731
C 0.354 -1.977 2.740
C -0.153 -2.847 1.588
N -1.431 -2.346 1.061
C -1.849 -3.092 -0.140
C -2.470 -2.106 -1.111
N -1.629 -0.927 -1.099
C -1.347 -0.256 -2.202
C -1.586 -0.799 -3.578
C -0.826 1.025 -1.942
C -0.554 2.001 -2.911
C -0.266 3.292 -2.546
C -0.278 3.605 -1.174
C -0.502 2.620 -0.247
N -0.716 1.302 -0.586
H -0.795 4.341 2.653
H -0.197 4.950 1.114
H 0.898 4.113 2.209
H -1.451 1.503 3.789
H 0.013 2.499 3.698
H 0.509 0.141 4.503
H 1.331 0.521 2.974
H -1.247 -0.812 3.191
H 0.218 -2.478 3.704
H 1.422 -1.795 2.612
H -0.234 -3.894 1.900
H 0.557 -2.810 0.762
H -2.157 -2.405 1.772
H -2.525 -3.914 0.107
H -0.954 -3.518 -0.596
H -3.475 -1.820 -0.771
H -2.585 -2.557 -2.098
H -1.269 -1.841 -3.645
H -1.031 -0.239 -4.326
H -2.645 -0.756 -3.843
H -0.609 1.736 -3.958
H -0.079 4.055 -3.287
H -0.117 4.624 -0.853
O -7.557 0.732 2.185
C -6.388 0.625 1.944
C -5.657 1.206 0.720
O -6.158 1.855 -0.166
C -4.263 0.781 0.895
C -4.104 0.043 2.052
O -2.904 -0.397 2.325
C -5.349 -0.132 2.784
O -5.555 -0.732 3.816
O -3.229 0.996 0.145
C 2.539 -2.576 -3.282
C 1.717 -2.646 -2.014
O 2.514 -2.320 -0.864
P 2.254 -0.841 -0.213
O 3.315 -0.933 1.004
C 4.698 -1.307 0.834
C 5.590 -0.085 0.807
O 3.049 0.011 -1.365
C 2.833 1.431 -1.404
C 3.128 1.919 -2.802
H 1.932 -2.874 -4.138
H 3.395 -3.248 -3.216
H 2.904 -1.563 -3.441
H 1.337 -3.657 -1.852
H 0.855 -1.969 -2.070
H 4.804 -1.902 -0.073
H 4.938 -1.940 1.688
H 5.404 0.513 -0.084
H 6.636 -0.395 0.800
H 5.422 0.531 1.691
H 3.496 1.910 -0.677
H 1.802 1.654 -1.121
H 4.157 1.689 -3.082
H 2.982 2.998 -2.862
H 2.457 1.443 -3.517
```

How is the electron density shared among the atoms? According to Mulliken, the charges in e are: atom 1 (Ti): -0.97, atom 2 (C): -1.98, atom 3 (C): 0.50, atom 4 (N): 0.85, atom 5 (C): -1.02, atom 6 (C): -0.69, atom 7 (N): 0.54, atom 8 (C): -1.09, atom 9 (C): 0.02, atom 10 (N): 0.06, atom 11 (C): -0.89, atom 12 (C): -0.72, atom 13 (N): 1.49, atom 14 (C): 0.31, atom 15 (C): -1.91, atom 16 (C): 0.16, atom 17 (C): -0.52, atom 18 (C): -1.59, atom 19 (C): -0.59, atom 20 (C): 0.45, atom 21 (N): 1.26, atom 22 (H): 0.44, atom 23 (H): 0.50, atom 24 (H): 0.32, atom 25 (H): 0.27, atom 26 (H): 0.64, atom 27 (H): 0.43, atom 28 (H): 0.18, atom 29 (H): 0.29, atom 30 (H): 0.33, atom 31 (H): 0.39, atom 32 (H): 0.51, atom 33 (H): -0.28, atom 34 (H): 0.41, atom 35 (H): 0.37, atom 36 (H): 0.25, atom 37 (H): 0.16, atom 38 (H): 0.61, atom 39 (H): 0.42, atom 40 (H): 0.53, atom 41 (H): 0.32, atom 42 (H): 0.37, atom 43 (H): 0.45, atom 44 (H): 0.31, atom 45 (O): -0.56, atom 46 (C): 0.52, atom 47 (C): -0.55, atom 48 (O): -0.61, atom 49 (C): 1.17, atom 50 (C): 0.57, atom 51 (O): -0.57, atom 52 (C): -0.45, atom 53 (O): -0.65, atom 54 (O): -0.30, atom 55 (C): -1.38, atom 56 (C): 0.26, atom 57 (O): -0.58, atom 58 (P): 0.40, atom 59 (O): -0.39, atom 60 (C): -0.25, atom 61 (C): -1.06, atom 62 (O): -0.35, atom 63 (C): 1.18, atom 64 (C): -1.53, atom 65 (H): 0.42, atom 66 (H): 0.34, atom 67 (H): 0.18, atom 68 (H): 0.43, atom 69 (H): -0.20, atom 70 (H): 0.24, atom 71 (H): 0.39, atom 72 (H): 0.16, atom 73 (H): 0.42, atom 74 (H): 0.29, atom 75 (H): 0.42, atom 76 (H): -0.91, atom 77 (H): 0.39, atom 78 (H): 0.40, atom 79 (H): 0.28